ORCA calculation (wB97M-V/def2-TZVPD) on the ion C3H8N2OS with charge -1.

```
! wB97M-V def2-TZVPD RIJCOSX def2/J DEFGRID3
* xyz -1 2
C 0.9487 0.3010 -0.6213
C 0.7833 1.7248 -0.2480
S 0.2529 2.7316 -1.6727
N 0.3094 -0.5422 0.5140
C -0.6035 -1.3886 1.0780
N -1.1005 -2.4447 0.3400
O -1.1125 -1.0584 2.1622
H 1.9442 -0.1345 -0.5557
H 0.4646 -0.0405 -1.5443
H -0.1019 1.8335 0.3956
H 1.5940 2.3462 0.1109
H -1.0813 2.2427 -1.6874
H 0.7191 -0.1154 1.3479
H -1.6062 -3.0199 0.9978
H -1.4104 -2.4357 -0.6170
*
```

Computed properties:
Electronic energy   -701.97160 hartree
Maximum force   0.0771 hartree/bohr

Mulliken atomic charges, in units of e:
1. C -0.903
2. C -1.940
3. S -0.179
4. N 0.896
5. C -0.936
6. N -0.333
7. O -0.365
8. H 0.373
9. H 0.482
10. H 0.258
11. H 0.594
12. H 0.322
13. H 0.112
14. H 0.268
15. H 0.352

=====

ORCA calculation (wB97M-V/def2-TZVPD) on an isolated molecule of C3H8N2OS.

```
! wB97M-V def2-TZVPD RIJCOSX def2/J DEFGRID3
* xyz 0 1
C -2.9386 1.0498 1.2970
C -0.8287 -0.0595 1.2201
C 0.4357 -0.4702 0.4450
H -3.6617 1.8399 0.9380
H -3.5056 0.1171 1.1413
H -2.7871 1.2152 2.3796
H -1.1670 1.8722 0.6106
H -1.4509 -0.9536 1.1921
H -0.5856 0.1114 2.3331
H -0.2915 0.4009 -1.2101
H 2.5885 0.7254 -1.7066
N -1.6425 0.9938 0.5903
N 0.5352 0.0812 -0.7939
O 1.2611 -1.2456 0.9090
S 1.7820 -0.3756 -1.8311
*
```

Computed properties:
Electronic energy   -702.02734 hartree
SMILES   CNCC(=O)NS
Maximum force   0.0310 hartree/bohr

Mulliken atomic charges, in units of e:
1. C -0.824
2. C -0.236
3. C 0.380
4. H 0.289
5. H 0.282
6. H 0.307
7. H 0.222
8. H 0.274
9. H 0.301
10. H 0.330
11. H 0.126
12. N -0.381
13. N -0.308
14. O -0.605
15. S -0.155

=====

ORCA calculation (wB97M-V/def2-TZVPD) on an isolated molecule of C3H8N2OS.

```
! wB97M-V def2-TZVPD RIJCOSX def2/J DEFGRID3
* xyz 0 1
C -1.6296 1.5471 -0.1214
C -0.6566 -0.7130 -0.0286
C 1.8239 -0.8802 0.1625
H -2.4522 1.3085 0.5989
H -1.9879 1.4482 -1.1141
H -1.3152 2.6051 -0.0321
H 0.0477 0.8056 0.9550
H 0.2778 -2.4325 0.1004
H 2.5962 -1.6842 -0.0438
H 1.9976 -0.6045 1.2406
H 1.3809 0.7749 -0.7026
N -0.5009 0.6151 0.1158
N 0.4706 -1.4265 0.0347
O 2.0932 0.0957 -0.8211
S -2.1455 -1.4594 -0.3443
*
```

Computed properties:
Electronic energy   -702.03391 hartree
SMILES   CNC(=S)NCO
Maximum force   0.0450 hartree/bohr

Mulliken atomic charges, in units of e:
1. C -0.976
2. C 0.230
3. C -0.397
4. H 0.322
5. H 0.354
6. H 0.313
7. H 0.305
8. H 0.236
9. H 0.316
10. H 0.280
11. H 0.421
12. N -0.313
13. N -0.167
14. O -0.560
15. S -0.364

=====

ORCA calculation (wB97M-V/def2-TZVPD) on a structure of composition C3H8N2PdS3.

```
! wB97M-V def2-TZVPD RIJCOSX def2/J DEFGRID3
* xyz 0 3
Pd 0.8283 0.8270 0.0902
S 3.7478 3.7640 -0.9921
C 2.7308 2.7255 -0.1746
S 3.2408 1.1793 0.2477
S 1.1844 3.2316 0.2568
N -1.4735 0.5488 0.0067
C -1.7689 -0.8365 0.4077
C -0.8435 -1.7786 -0.3033
N 0.5513 -1.4706 0.0555
H -1.8706 1.2161 0.6369
H -1.8258 0.7529 -0.9052
H -2.7949 -1.1342 0.2256
H -1.5970 -0.9117 1.4763
H -0.9457 -1.6357 -1.3747
H -1.1348 -2.7988 -0.0850
H 1.2078 -1.9158 -0.5535
H 0.7636 -1.7631 0.9850
*
```

Computed properties:
Electronic energy   -1551.03584 hartree
Maximum force   0.0151 hartree/bohr

Mulliken atomic charges, in units of e:
1. Pd 0.177
2. S -0.090
3. C 0.417
4. S -0.373
5. S -0.371
6. N -0.478
7. C -0.493
8. C -0.493
9. N -0.476
10. H 0.228
11. H 0.201
12. H 0.345
13. H 0.313
14. H 0.311
15. H 0.342
16. H 0.211
17. H 0.228

=====

ORCA calculation (wB97M-V/def2-TZVPD) on a cluster of 2 separate species, C3H8N2S in total.

```
! wB97M-V def2-TZVPD RIJCOSX def2/J DEFGRID3
* xyz 0 1
C -2.3224 -0.7277 0.6177
C -1.4543 -0.3078 -0.5980
C 1.9017 -0.3453 0.5014
H -3.1112 -0.0809 0.9833
H -1.5370 -0.9725 1.3978
H -2.8727 -1.6645 0.2142
H -2.1246 0.1297 -1.3001
H -1.0355 -1.1966 -1.0527
H 1.0426 1.5415 1.6312
H 2.7151 -0.1067 1.3215
H 2.9108 -1.3903 -0.8751
N 0.7636 0.3769 0.7975
N 1.9761 -0.8597 -0.6475
S -0.2448 0.9628 -0.4060
*
```

Computed properties:
Electronic energy   -626.67961 hartree
Maximum force   0.1191 hartree/bohr

Mulliken atomic charges, in units of e:
1. C -0.899
2. C -0.497
3. C 0.214
4. H 0.285
5. H 0.283
6. H 0.243
7. H 0.331
8. H 0.358
9. H 0.330
10. H 0.251
11. H 0.224
12. N -0.490
13. N -0.568
14. S -0.064

=====

ORCA calculation (wB97M-V/def2-TZVPD) on an isolated molecule of C3H8N2S.

```
! wB97M-V def2-TZVPD RIJCOSX def2/J DEFGRID3
* xyz 0 1
C -1.9335 -0.1374 -0.1119
C -0.9597 0.7852 -0.7184
C 1.1497 0.5175 0.5259
H -0.9584 -0.9220 1.2866
H -0.6859 -1.7904 -0.2106
H -2.2061 0.5767 0.8052
H -2.6698 -0.2857 -0.8693
H -1.5878 1.5489 -1.1761
H -0.3851 0.2224 -1.5292
H -0.2567 2.0414 0.7743
H 1.4917 1.1234 1.5119
N -1.4365 -1.3713 0.4855
N -0.0287 1.1899 0.3507
S 1.7484 -0.5148 -0.2888
*
```

Computed properties:
Electronic energy   -626.71034 hartree
SMILES   NCCNC=S
Maximum force   0.2777 hartree/bohr

Mulliken atomic charges, in units of e:
1. C -0.618
2. C -0.562
3. C 0.063
4. H 0.356
5. H 0.246
6. H 0.301
7. H 0.354
8. H 0.336
9. H 0.286
10. H 0.209
11. H 0.233
12. N -0.616
13. N -0.122
14. S -0.467

=====

ORCA calculation (wB97M-V/def2-TZVPD) on an isolated molecule of C3H8N2S.

```
! wB97M-V def2-TZVPD RIJCOSX def2/J DEFGRID3
* xyz 0 1
C 0.0365 -0.0058 -2.2127
C 1.1480 -0.6351 1.1894
C -0.9406 0.4347 0.7997
H 1.1968 0.0193 -2.1175
H -0.4386 0.8980 -2.0994
H -0.2894 -0.1977 -3.1154
H 1.6866 -1.1464 0.4130
H 0.9103 -1.2508 2.1078
H 1.8362 0.1717 1.5389
H -1.7378 1.0240 -0.0585
H -1.8670 1.5833 2.2066
N -0.0742 -0.3728 0.3532
N -1.0718 0.7891 2.0653
S -0.3950 -1.3115 -1.0703
*
```

Computed properties:
Electronic energy   -626.69145 hartree
SMILES   [H]/N=C/N(C)SC
Maximum force   0.1894 hartree/bohr

Mulliken atomic charges, in units of e:
1. C -0.962
2. C -0.723
3. C 0.241
4. H 0.215
5. H 0.325
6. H 0.474
7. H 0.306
8. H 0.258
9. H 0.293
10. H 0.094
11. H 0.240
12. N -0.074
13. N -0.688
14. S 0.001

=====

ORCA calculation (wB97M-V/def2-TZVPD) on a structure of composition C3H8N2S.

```
! wB97M-V def2-TZVPD RIJCOSX def2/J DEFGRID3
* xyz 0 1
C -2.1547 -0.9966 0.0591
C -0.0619 0.7997 -0.1639
C 2.6150 -0.3978 0.0458
H -3.0693 -0.8841 -0.8813
H -1.1501 -1.7151 -0.3529
H -2.6008 -1.0051 1.1971
H -2.0270 1.3334 -0.6015
H -0.2068 2.7171 0.4024
H 3.0326 -1.3801 1.2979
H 2.3276 0.7485 0.6389
H 3.3901 -0.5706 -1.3038
N -1.3179 0.3120 -0.0149
N 0.4935 1.9008 -0.1062
S 0.7298 -0.8621 -0.2169
*
```

Computed properties:
Electronic energy   -626.42083 hartree
Maximum force   0.1815 hartree/bohr

Mulliken atomic charges, in units of e:
1. C -0.572
2. C 0.573
3. C -0.707
4. H 0.239
5. H 0.262
6. H 0.238
7. H 0.258
8. H 0.250
9. H 0.216
10. H 0.258
11. H 0.253
12. N -0.367
13. N -0.688
14. S -0.212

=====

ORCA calculation (wB97M-V/def2-TZVPD) on a structure of composition C3H8N2S2.

```
! wB97M-V def2-TZVPD RIJCOSX def2/J DEFGRID3
* xyz 0 1
C 2.8533 0.0454 0.3579
C -0.4218 -0.5804 0.1490
C -1.4964 2.1146 0.0634
H 2.3011 0.6372 1.1242
H 3.8432 0.3830 -0.1124
H 3.2024 -0.8674 1.0433
H 1.3497 0.3827 -0.9291
H 0.9284 -2.2287 -0.2237
H -1.9901 1.4323 0.7904
H -2.2073 2.4016 -0.9772
H -1.0230 3.2153 0.5715
N 1.9430 -0.6135 -0.6204
N 0.7585 -1.2635 0.0997
S -2.0327 -1.3128 0.0351
S 0.0999 1.2069 -0.1016
*
```

Computed properties:
Electronic energy   -1024.81593 hartree
Maximum force   0.0913 hartree/bohr

Mulliken atomic charges, in units of e:
1. C -0.639
2. C 0.105
3. C -0.754
4. H 0.302
5. H 0.261
6. H 0.267
7. H 0.399
8. H 0.292
9. H 0.270
10. H 0.257
11. H 0.268
12. N -0.591
13. N -0.094
14. S -0.249
15. S -0.095

=====

ORCA calculation (wB97M-V/def2-TZVPD) on an isolated molecule of C3H8N2S2.

```
! wB97M-V def2-TZVPD RIJCOSX def2/J DEFGRID3
* xyz 0 1
C -2.4653 0.3288 0.7947
C 0.7327 0.2098 -0.1265
C 1.6138 0.1540 -1.3594
N -1.4644 -0.4815 0.5356
N -0.6140 -0.2248 -0.5162
S 0.7325 1.8049 0.6195
S 1.3853 -1.1359 1.1038
H -2.7211 1.0632 0.0525
H -2.9915 0.2638 1.7268
H 2.6361 0.4100 -1.0803
H 1.2532 0.8830 -2.0865
H 1.6054 -0.8449 -1.8024
H -1.0853 -1.0953 1.2720
H -0.5208 -1.0548 -1.1013
H 1.9035 -0.2803 1.9678
*
```

Computed properties:
Electronic energy   -1024.87648 hartree
Maximum force   0.0530 hartree/bohr

Mulliken atomic charges, in units of e:
1. C -0.170
2. C 0.290
3. C -1.378
4. N 0.018
5. N -0.404
6. S -0.379
7. S -0.360
8. H 0.296
9. H 0.269
10. H 0.346
11. H 0.344
12. H 0.393
13. H 0.262
14. H 0.293
15. H 0.179

=====

ORCA calculation (wB97M-V/def2-TZVPD) on a cluster of 2 separate species, C3H8N3 in total.

```
! wB97M-V def2-TZVPD RIJCOSX def2/J DEFGRID3
* xyz 1 1
C -0.3440 1.1214 1.4880
C -0.7875 -0.8485 0.6732
C 0.5802 -0.5185 -1.4450
N -1.0728 0.1073 1.6751
N 0.5816 1.0802 0.4533
N 0.4898 -0.2717 0.0372
H -0.4691 1.9673 2.2363
H -0.3438 -1.7135 1.1062
H -1.6017 -0.9569 -0.0662
H 0.1727 -1.4062 -1.6209
H 0.0335 0.4841 -1.8130
H 1.5670 -0.4453 -1.9198
H -0.1655 2.0580 -1.3314
H 1.3597 -0.6577 0.5271
*
```

Computed properties:
Electronic energy   -282.88209 hartree
Maximum force   0.1278 hartree/bohr

Mulliken atomic charges, in units of e:
1. C 0.064
2. C -0.259
3. C -0.658
4. N -0.305
5. N -0.725
6. N 0.245
7. H 0.422
8. H 0.368
9. H 0.369
10. H 0.445
11. H 0.091
12. H 0.286
13. H 0.201
14. H 0.456

=====

ORCA calculation (wB97M-V/def2-TZVPD) on the ion C3H8N3 with charge +1.

```
! wB97M-V def2-TZVPD RIJCOSX def2/J DEFGRID3
* xyz 1 1
C 0.9966 -0.9769 0.1576
C 0.2479 1.2599 0.2641
C -0.7496 -0.7383 0.5138
N 1.0627 0.3203 -0.4316
N -1.0224 0.6144 0.4516
N -1.4015 -0.1495 -0.6876
H 1.2664 -0.9737 1.1466
H 1.3056 -1.8794 -0.3239
H 0.5706 1.5931 1.2381
H 0.1379 2.0727 -0.4647
H -1.2020 -1.3936 1.3010
H 1.9479 0.7046 -0.7292
H -0.6904 -0.2367 -1.4469
H -2.4696 -0.2170 -0.9889
*
```

Computed properties:
Electronic energy   -283.00000 hartree
SMILES   C1NCN2[NH2+][C@@H]12
Maximum force   0.0984 hartree/bohr

Mulliken atomic charges, in units of e:
1. C -0.520
2. C -0.446
3. C -0.031
4. N -0.428
5. N -0.167
6. N -0.152
7. H 0.365
8. H 0.393
9. H 0.328
10. H 0.390
11. H 0.352
12. H 0.240
13. H 0.343
14. H 0.333

=====

ORCA calculation (wB97M-V/def2-TZVPD) on the ion C3H8N3O with charge +1.

```
! wB97M-V def2-TZVPD RIJCOSX def2/J DEFGRID3
* xyz 1 1
C -0.2551 -1.1247 -0.5074
C 0.2641 0.2604 -0.9598
C 0.0281 0.0726 1.4633
N -0.8706 -0.8357 0.8000
N 0.8980 2.1930 0.4618
N 0.6343 0.8729 0.3486
O 1.9522 1.2594 0.5926
H -1.0271 -1.5041 -1.1198
H 0.5785 -1.9195 -0.3904
H 1.1017 0.2301 -1.5953
H -0.5199 0.7506 -1.4927
H -0.4340 0.8164 2.2144
H 0.6087 -0.4355 2.1015
H -1.8706 -0.4835 0.5269
H 0.9855 2.6813 -0.3480
*
```

Computed properties:
Electronic energy   -358.13644 hartree
SMILES   C1C[N@+]2(CN1)NO2
Maximum force   0.1217 hartree/bohr

Mulliken atomic charges, in units of e:
1. C -0.538
2. C -0.375
3. C -0.437
4. N -0.378
5. N -0.786
6. N 1.183
7. O -0.324
8. H 0.416
9. H 0.264
10. H 0.364
11. H 0.320
12. H 0.326
13. H 0.349
14. H 0.350
15. H 0.266

=====

ORCA calculation (wB97M-V/def2-TZVPD) on a cluster of 2 separate species, C3H8N3O in total.

```
! wB97M-V def2-TZVPD RIJCOSX def2/J DEFGRID3
* xyz 1 1
C -0.6526 0.5102 0.0885
C -1.9108 0.5775 -0.2185
C -0.0983 -0.8645 0.3122
N 2.0497 0.8551 -0.4050
N -3.1389 0.2603 -0.0873
N 1.8795 -0.5391 0.1175
O -0.3059 -1.7921 -0.4661
H -0.0080 1.3731 0.1701
H -0.1125 -1.0886 1.4474
H 2.2289 0.8082 -1.4381
H -3.3918 0.2629 0.8935
H -3.9516 0.2291 -0.6801
H 2.3818 -0.7647 1.0334
H 2.1062 -1.1052 -0.7232
H 2.9242 1.2777 -0.0444
*
```

Computed properties:
Electronic energy   -358.20449 hartree
Maximum force   0.0645 hartree/bohr

Mulliken atomic charges, in units of e:
1. C -0.332
2. C 0.252
3. C 0.327
4. N -0.572
5. N -0.255
6. N -0.384
7. O -0.554
8. H 0.545
9. H 0.232
10. H 0.277
11. H 0.308
12. H 0.272
13. H 0.330
14. H 0.296
15. H 0.258

=====

ORCA calculation (wB97M-V/def2-TZVPD) on the ion C3H8N3O with charge +1.

```
! wB97M-V def2-TZVPD RIJCOSX def2/J DEFGRID3
* xyz 1 1
C -0.2531 0.1002 0.3437
C -1.3351 1.4692 -1.4817
C 1.7166 -1.2824 -0.2965
N 0.1273 -1.1704 2.2545
N -0.0618 -0.0974 1.7114
N -1.2446 0.8711 -0.0875
O 0.8072 -0.1620 -0.4517
H -2.3512 1.5103 -1.6290
H -0.6198 0.8041 -2.1157
H -1.0550 2.4160 -1.3140
H 1.4681 -1.9508 0.6107
H 2.6028 -0.8358 -0.1687
H 1.6358 -1.6021 -1.2607
H 0.5341 -0.9941 3.2863
H -1.9714 0.9241 0.5988
*
```

Computed properties:
Electronic energy   -358.24055 hartree
SMILES   [H]/N=N/C(=[NH+]/C)OC
Maximum force   0.1043 hartree/bohr

Mulliken atomic charges, in units of e:
1. C 0.673
2. C -0.756
3. C -0.686
4. N -0.415
5. N 0.059
6. N -0.132
7. O -0.309
8. H 0.324
9. H 0.289
10. H 0.375
11. H 0.400
12. H 0.319
13. H 0.277
14. H 0.317
15. H 0.264

=====

ORCA calculation (wB97M-V/def2-TZVPD) on the ion C3H8N3O with charge +1.

```
! wB97M-V def2-TZVPD RIJCOSX def2/J DEFGRID3
* xyz 1 3
C -1.1434 0.0069 -0.1238
C 1.2838 0.2549 -0.6262
C -2.6139 -0.1403 0.1045
N -0.4117 -0.8708 -0.6294
N 0.6897 1.4234 -0.2145
N 2.0227 -0.4817 0.4480
O -0.6419 1.2161 0.2560
H 1.7752 0.2186 -1.5860
H -2.9210 -1.1275 -0.2306
H -3.1275 0.6199 -0.4826
H -2.8649 0.0081 1.1536
H 0.6543 2.1706 -0.9059
H 2.2514 0.1615 1.2220
H 2.8884 -0.9008 0.0834
H 1.4267 -1.2423 0.8127
*
```

Computed properties:
Electronic energy   -358.13845 hartree
Maximum force   0.0937 hartree/bohr

Mulliken atomic charges, in units of e:
1. C 0.869
2. C -0.389
3. C -1.016
4. N -0.514
5. N -0.213
6. N -0.254
7. O -0.243
8. H 0.408
9. H 0.338
10. H 0.303
11. H 0.315
12. H 0.308
13. H 0.365
14. H 0.353
15. H 0.372